{
  "formula": "C2H5Cl2N",
  "method": "the ωB97M-V functional and the def2-TZVPD basis",
  "homo_lumo_gap_ha": [0.25629, 0.37191],
  "homo_ha": [-0.28989, -0.36244],
  "elements": ["C", "C", "N", "Cl", "Cl", "H", "H", "H", "H", "H"],
  "positions_angstrom": [[-0.335, 0.897, -0.526], [-1.037, -0.153, 0.261], [1.414, -1.459, 0.443], [-1.928, -1.408, -0.434], [2.475, -0.474, -0.435], [-0.692, 0.967, -1.597], [0.790, 0.906, -0.400], [-0.780, 1.774, -0.095], [-1.064, -0.110, 1.413], [1.156, -0.940, 1.370]],
  "atomic_forces_ev_per_a": [[-0.82, 0.06, -0.58], [1.20, -0.40, 1.72], [-0.81, 0.89, 1.52], [-0.17, -0.06, -0.11], [0.05, -0.45, 0.59], [0.80, -0.58, 1.02], [-1.53, 0.23, -0.40], [0.33, 1.14, 0.30], [-0.07, -0.05, -2.13], [1.02, -0.77, -1.92]],
  "nbo_charge": [-0.7116, -0.1779, -0.5335, 0.0523, 0.1492, 0.2345, 0.2364, 0.2291, 0.2007, 0.3209]
}

{
  "formula": "C2H5Cl2O4P",
  "method": "the ωB97M-V functional and the def2-TZVPD basis",
  "homo_lumo_gap_ha": 0.30331,
  "homo_ha": -0.30182,
  "elements": ["C", "C", "O", "O", "O", "O", "P", "Cl", "Cl", "H", "H", "H", "H", "H"],
  "positions_angstrom": [[0.838, -0.140, -0.224], [-0.149, 1.015, -0.039], [0.835, -0.723, -1.491], [-0.613, 1.074, 1.220], [-1.259, 0.709, -0.889], [0.397, 2.151, -0.500], [-0.029, -1.750, 1.538], [-1.653, -2.745, 0.867], [1.262, -3.187, 0.976], [1.846, 0.147, 0.141], [-0.124, -0.968, -1.536], [-0.042, 1.254, 1.979], [-1.988, 1.296, -0.639], [0.679, 1.867, -1.402]],
  "atomic_forces_ev_per_a": [[-0.53, -1.86, 1.13], [-0.72, -2.38, -1.24], [-1.01, 0.24, 1.63], [-1.35, 0.83, 1.69], [0.00, -0.30, 0.65], [1.33, 1.45, -0.98], [1.26, 1.83, -1.08], [-0.89, 0.28, -0.48], [1.05, -0.57, -0.07], [-0.55, -0.52, -0.32], [0.90, 0.16, -0.76], [0.44, 0.08, -0.81], [0.17, -0.11, 0.00], [-0.09, 0.88, 0.62]],
  "nbo_charge": [0.0124, 0.6537, -0.6861, -0.7214, -0.7513, -0.6905, 0.5844, -0.2892, -0.3003, 0.1964, 0.5006, 0.5096, 0.4932, 0.4885]
}

{
  "formula": "C2H5Cl3NP",
  "method": "the ωB97M-V functional and the def2-TZVPD basis",
  "homo_lumo_gap_ha": [0.31893, 0.27222],
  "homo_ha": [-0.35789, -0.30086],
  "elements": ["C", "C", "N", "P", "Cl", "Cl", "Cl", "H", "H", "H", "H", "H"],
  "positions_angstrom": [[-0.634, 0.873, 0.355], [-0.561, -0.411, 1.213], [-0.583, 0.810, -0.973], [1.677, -1.082, -1.233], [-1.833, -1.524, 0.765], [1.865, -0.768, -3.184], [3.000, 0.184, -0.479], [0.329, 1.469, 0.693], [-1.556, 1.435, 0.665], [-0.644, -0.406, 2.309], [0.388, -0.840, 1.015], [-1.448, 0.261, -1.147]],
  "atomic_forces_ev_per_a": [[2.45, 2.48, 5.80], [-0.41, 0.23, 0.25], [-1.02, -1.63, -3.49], [-1.24, -0.67, 0.24], [-0.68, -0.84, -0.55], [0.06, 0.14, -0.93], [0.76, 0.82, 0.52], [-1.86, -0.71, -0.06], [0.52, -0.11, -0.04], [0.04, 1.15, -0.39], [0.81, -0.76, -0.33], [0.57, -0.10, -1.02]],
  "nbo_charge": [-0.2983, -0.3887, -0.4588, 0.5863, -0.0663, -0.2557, -0.2692, 0.1802, 0.2253, 0.2336, 0.2002, 0.3114]
}

{
  "formula": "C2H5Cl3P2",
  "method": "the ωB97M-V functional and the def2-TZVPD basis",
  "homo_lumo_gap_ha": 0.36371,
  "homo_ha": -0.34481,
  "elements": ["P", "C", "Cl", "C", "P", "Cl", "Cl", "H", "H", "H", "H", "H"],
  "positions_angstrom": [[0.338, -1.390, -0.387], [-1.182, -0.728, 0.545], [-2.524, -2.006, 0.536], [-1.572, 0.556, -0.152], [-0.070, 1.648, -0.285], [-2.934, 1.258, 0.754], [-2.047, 0.318, -1.824], [0.831, -2.067, 0.769], [-0.306, -2.529, -1.030], [-1.002, -0.252, 1.553], [-0.861, 2.837, -0.185], [0.284, 1.730, 1.065]],
  "atomic_forces_ev_per_a": [[-0.26, -0.76, 0.61], [-0.10, -0.03, -0.16], [0.85, 1.14, 0.43], [-0.57, -0.11, 0.22], [0.00, 1.23, -0.49], [-0.19, 0.32, 0.05], [-0.34, -0.21, -0.74], [-0.08, -0.17, -0.42], [0.39, 0.69, 0.62], [0.08, -1.69, -0.52], [0.28, -0.22, -0.13], [-0.06, -0.19, 0.54]],
  "nbo_charge": [0.2988, -0.5007, -0.0498, -0.3684, 0.3591, -0.0033, 0.0137, -0.0056, 0.0267, 0.2621, -0.0006, -0.0318]
}

{
  "formula": "C2H5ClN2O",
  "method": "the ωB97M-V functional and the def2-TZVPD basis",
  "homo_lumo_gap_ha": 0.36034,
  "homo_ha": -0.33272,
  "elements": ["C", "N", "Cl", "C", "N", "O", "H", "H", "H", "H", "H"],
  "positions_angstrom": [[-0.383, 1.336, -0.146], [-0.453, -0.069, 0.276], [-1.939, -0.858, -0.201], [0.861, -0.871, -0.336], [0.791, -2.035, 0.272], [1.527, -0.230, -1.099], [-0.730, 1.863, 0.649], [0.568, 1.747, -0.319], [-1.030, 1.497, -0.997], [0.113, -1.977, 1.020], [1.667, -2.631, 0.448]],
  "atomic_forces_ev_per_a": [[-1.39, -1.65, -1.32], [2.62, -1.02, -0.91], [0.36, 0.42, -0.03], [-3.08, 3.88, -0.02], [2.66, -2.49, 0.94], [0.55, -1.68, 0.57], [-1.49, 1.77, 2.30], [1.52, -0.35, -0.49], [0.02, 0.27, -0.39], [0.23, -0.47, 0.04], [-1.99, 1.34, -0.68]],
  "nbo_charge": [-0.4352, -0.5226, 0.0709, 0.8114, -0.8190, -0.5688, 0.1959, 0.2299, 0.1936, 0.4259, 0.4179]
}

{
  "formula": "C2H5ClN2O",
  "method": "the ωB97M-V functional and the def2-TZVPD basis",
  "homo_lumo_gap_ha": 0.38598,
  "homo_ha": -0.35923,
  "elements": ["N", "N", "C", "O", "C", "Cl", "H", "H", "H", "H", "H"],
  "positions_angstrom": [[0.323, -0.494, -1.657], [-0.693, 0.178, -0.940], [-0.857, 0.240, 0.410], [-1.947, 0.370, 0.928], [0.407, 0.082, 1.345], [1.763, 0.889, 0.649], [1.003, 0.226, -1.897], [0.789, -1.215, -1.067], [-1.537, 0.211, -1.530], [0.602, -0.979, 1.458], [0.147, 0.492, 2.302]],
  "atomic_forces_ev_per_a": [[0.80, -0.15, 0.64], [-0.88, -0.30, -0.98], [0.28, -0.54, 1.02], [0.14, 0.27, -0.16], [-1.91, -0.46, -1.33], [1.37, 0.69, -0.01], [0.19, -0.51, 0.06], [-0.53, 0.87, -0.64], [0.42, 0.05, 1.10], [0.20, -0.16, 0.04], [-0.09, 0.25, 0.26]],
  "nbo_charge": [-0.6368, -0.4756, 0.6488, -0.5934, -0.4994, -0.0287, 0.3599, 0.3520, 0.3990, 0.2250, 0.2491]
}

Question: Number 2 is which compound?
Answer: C2H5Cl2O4P